DFT (ωB97M-V/def2-TZVPD) results for an isolated molecule of C2H2N4O2 in a non-equilibrium geometry.

Each line ends with the natural charge from an NBO analysis.
Positions of all 10 atoms, in Å:
O (-1.9111, 0.8470, 0.5639)  -0.68
C (-1.9293, -0.3701, -0.0463)  0.50
N (-0.7421, -1.0894, -0.2212)  -0.61
C (0.3824, -0.4792, 0.0392)  0.73
N (0.7525, 0.8616, -0.2603)  -0.44
N (2.1003, 0.8913, -0.0882)  0.01
N (2.6133, -0.2213, 0.2291)  0.13
O (1.5154, -1.1066, 0.4265)  -0.30
H (-2.8395, -0.9801, -0.5806)  0.18
H (0.0581, 1.6468, -0.0620)  0.49

Output
Calculated total energy in Ha: -446.79395
Structure (SMILES): O=C/N=c1\[nH]nno1
Highest occupied orbital energy in eV: -10.4
Kohn-Sham gap in eV: 10.003